{
  "formula": "C29H84N2O35P8S",
  "method": "ωB97M-V with the def2-TZVPD basis set",
  "species": ["S", "P", "P", "P", "P", "P", "P", "P", "P", "O", "O", "O", "O", "O", "O", "O", "O", "O", "O", "O", "O", "O", "O", "O", "O", "O", "O", "O", "O", "O", "O", "O", "O", "O", "O", "O", "O", "O", "O", "O", "O", "O", "O", "O", "N", "N", "C", "C", "C", "C", "C", "C", "C", "C", "C", "C", "C", "C", "C", "C", "C", "C", "C", "C", "C", "C", "C", "C", "C", "C", "C", "C", "C", "C", "C", "H", "H", "H", "H", "H", "H", "H", "H", "H", "H", "H", "H", "H", "H", "H", "H", "H", "H", "H", "H", "H", "H", "H", "H", "H", "H", "H", "H", "H", "H", "H", "H", "H", "H", "H", "H", "H", "H", "H", "H", "H", "H", "H", "H", "H", "H", "H", "H", "H", "H", "H", "H", "H", "H", "H", "H", "H", "H", "H", "H", "H", "H", "H", "H", "H", "H", "H", "H", "H", "H", "H", "H", "H", "H", "H", "H", "H", "H", "H", "H", "H", "H", "H", "H"],
  "xyz": [[-4.6465, 2.2498, -2.1907], [2.6186, 3.2320, 2.6102], [-3.8163, 10.4230, -5.6009], [-2.2391, -6.6612, 3.1999], [-6.3137, -3.7063, -1.7304], [0.5273, 4.5867, -7.1710], [11.9457, -8.4096, 4.1070], [-6.0195, 6.0974, 0.7725], [5.1645, -7.6739, 4.0054], [-2.9538, -0.6218, 1.9865], [-0.7299, -6.0604, 3.2897], [-2.6334, -5.3870, 2.1779], [13.4168, -8.7230, 4.7151], [-2.3861, -7.6553, 2.0872], [-0.1448, 5.9895, -7.6821], [-1.6552, 2.6557, -0.1695], [1.9977, 1.8289, 3.2514], [-5.8733, 4.6820, 0.3838], [-2.5538, 10.3891, -6.7228], [11.0937, -7.5998, 4.9962], [-6.1620, -4.6176, -3.0595], [-4.9261, 10.3575, -6.7948], [0.8322, 3.5294, -5.9311], [3.2624, 4.4714, 1.6591], [-4.5197, 6.6954, 0.4836], [6.6118, -7.8765, 4.7047], [-1.6600, 2.8305, -2.4063], [-5.0830, -4.4979, -1.0084], [5.7148, -6.3764, 3.0687], [1.6503, 4.1230, 3.3118], [4.2034, -6.8665, 4.8069], [-5.8069, 6.3646, 2.3577], [-1.8701, -7.8617, 4.3436], [11.4883, -9.9452, 4.4699], [-5.0797, 10.8671, -4.6150], [3.9976, 2.9992, 3.4349], [4.6836, -9.1493, 4.6053], [1.9905, 5.2902, -7.0996], [-3.5477, 9.0835, -5.0138], [12.5354, -7.2646, 3.0437], [-7.6735, 6.2641, 0.8744], [-5.7747, -2.3399, -1.8838], [0.3615, 3.6946, -8.3323], [-7.9508, -3.4668, -1.9226], [-3.3224, 1.5520, -1.3603], [-1.9511, 4.0280, 0.1428], [5.6388, -6.4989, 1.6331], [-3.0507, 0.1515, -1.7084], [-2.1692, 2.3691, -1.4215], [11.9022, -11.0034, 3.5767], [4.9113, 4.0642, 3.6764], [-5.5183, 12.2430, -4.6504], [0.3926, -6.8697, 3.6390], [14.3672, -7.6849, 4.9361], [5.1079, -10.3389, 3.9047], [-2.6385, -7.8975, 5.5644], [-0.0353, 3.6002, -4.7650], [-2.6524, -0.6432, -0.4547], [-2.9695, -4.1264, 2.8102], [7.5040, -6.7835, 4.9346], [-5.3278, -5.7998, -0.4122], [-8.8243, -3.9225, -0.8653], [12.3244, -7.4850, 1.6310], [-4.6723, 9.6841, -8.0254], [-3.5883, -0.4616, 0.7258], [-1.6302, 11.5024, -6.6907], [3.2708, 4.2877, 0.2246], [3.1635, 4.5182, -6.8813], [-4.3496, 8.1319, 0.4627], [-8.2973, 7.3044, 0.0849], [-6.7112, 5.8453, 3.3286], [-6.8663, -4.3016, -4.2561], [2.3892, 0.5698, 2.6550], [-2.3729, 0.5627, 2.4841], [-0.4236, 7.0044, -6.6860], [-2.7105, 1.4608, 1.9734], [-2.6373, -1.6963, -0.7278], [0.4958, 7.3129, -6.1836], [-3.3023, 8.3400, 0.2656], [-4.6263, 8.5657, 1.4254], [6.1978, -10.4052, 3.8820], [2.2534, 4.1491, -0.1486], [-4.7147, 12.9129, -4.3399], [-1.1672, 11.5860, -5.7047], [-6.8883, -3.2276, -4.4379], [11.4894, -10.8494, 2.5782], [4.7110, -11.1996, 4.4359], [-2.8849, 4.0925, 0.5485], [6.9715, -5.8918, 5.2628], [-4.1283, 8.7535, -7.8696], [-0.8576, 11.3208, -7.4328], [3.1315, 3.5751, -7.4264], [-8.0977, 7.1496, -0.9771], [-5.6379, 9.4590, -8.4731], [8.2015, -7.0855, 5.7114], [-3.6991, -8.0427, 5.3444], [3.6956, 5.1811, -0.2250], [6.2591, -7.3288, 1.2831], [-0.8589, 7.8647, -7.1864], [4.6043, -6.6509, 1.3159], [1.2858, -6.3629, 3.2804], [-2.5012, -6.9748, 6.1342], [-5.8565, 12.5139, -5.6524], [-2.2504, 0.0583, -2.4422], [5.5612, 4.2059, 2.8138], [14.8989, -7.4599, 4.0126], [-5.2932, 2.8395, -1.1632], [12.8257, -8.4000, 1.3055], [-8.7483, -5.0061, -0.7440], [3.8867, 3.4278, -0.0507], [-6.0643, -5.7127, 0.3884], [-1.2843, 0.5305, 2.4552], [15.0856, -8.0547, 5.6644], [-1.1355, 6.6276, -5.9517], [0.3388, -7.8588, 3.1862], [12.9911, -11.0559, 3.5204], [-3.9222, -0.3333, -2.1338], [13.8953, -6.7853, 5.3292], [5.5264, 3.7729, 4.5253], [-6.3469, 12.3475, -3.9555], [3.2984, 4.3334, -5.8157], [-7.8801, -4.6979, -4.2104], [-6.1850, 5.8226, 4.2803], [11.5209, -11.9409, 3.9707], [4.0087, 5.1042, -7.2379], [-8.5767, -3.4259, 0.0754], [-1.0705, 3.4152, -5.0510], [0.2784, 2.8397, -4.0597], [11.2567, -7.5482, 1.4092], [0.4649, -6.9508, 4.7212], [-4.3903, -6.1534, 0.0097], [4.7176, -10.3467, 2.8852], [-4.1256, 0.4842, 0.7199], [-2.2821, -8.7332, 6.1607], [12.7492, -6.6421, 1.0935], [-4.3450, -1.2411, 0.6610], [-3.2021, -3.4072, 2.0298], [-2.6633, 0.6479, 3.5299], [-7.5733, 6.5033, 3.4282], [8.0748, -6.5742, 4.0325], [2.0742, 0.5236, 1.6111], [-7.9343, 8.2884, 0.3915], [-2.1440, 12.4352, -6.9370], [-3.8438, -4.2386, 3.4553], [-6.3442, -4.7886, -5.0768], [6.0111, -5.5754, 1.1974], [-1.6212, -0.3974, -0.1992], [-1.3251, 4.2119, 0.9168], [-4.9507, 8.5789, -0.3301], [-2.1280, -3.7547, 3.3969], [-4.1224, 10.3340, -8.7045], [-9.8441, -3.6709, -1.1420], [4.3926, 4.9914, 3.9149], [-9.3688, 7.2563, 0.2559], [1.8959, -0.2278, 3.2033], [-7.0337, 4.8353, 3.0779], [3.4704, 0.4312, 2.7199], [0.0497, 4.5799, -4.2900], [-5.6789, -6.5131, -1.1597]],
  "atomic_forces_ev_per_a": [[-0.27, 0.26, -0.36], [-0.30, 4.35, 7.02], [-3.31, -7.38, -2.39], [5.68, -3.59, -6.27], [2.52, 2.32, -5.07], [4.19, -1.36, -4.01], [2.08, 2.23, 5.71], [1.22, -4.54, 4.23], [0.63, 3.88, 7.12], [-0.09, -0.06, -0.23], [-0.34, 0.66, 0.43], [-2.04, 1.20, 3.29], [0.05, -0.19, -0.19], [-1.20, -0.26, 0.41], [-1.21, -0.68, 2.76], [-0.60, -0.48, 0.29], [0.68, -1.07, -3.52], [-0.08, 0.25, -0.76], [0.55, 3.33, 1.64], [-0.57, -0.18, -0.76], [-0.10, -0.23, 0.23], [0.04, 0.53, -0.31], [-2.32, 1.99, 0.72], [-0.28, -2.71, -2.45], [-2.13, 1.87, -1.58], [0.00, -0.52, -0.46], [-0.37, -0.58, 0.46], [-2.58, -0.59, 1.73], [-0.63, -2.50, -2.53], [-0.48, -0.21, -0.73], [-0.56, -0.28, -0.80], [0.02, 0.23, -0.02], [-2.58, 1.92, 2.09], [-0.30, 0.33, -3.24], [2.15, 2.96, 0.45], [0.09, -0.56, -0.58], [0.25, -0.73, -3.55], [-0.13, 0.23, 0.18], [0.65, 0.78, 0.90], [-1.42, -2.36, -1.72], [1.14, 2.25, -2.05], [-0.26, -0.09, 0.76], [-0.65, 0.04, 0.37], [0.57, -1.56, 2.65], [-0.14, -0.04, -0.38], [0.34, 0.69, -0.08], [0.10, 0.10, 0.19], [0.11, -0.87, 0.81], [0.62, 1.28, -0.43], [0.11, -0.06, 0.10], [0.28, 0.01, -0.16], [-0.13, -0.07, -0.07], [0.20, 0.11, 0.40], [0.17, -0.03, -0.13], [0.11, -0.03, 0.16], [0.24, -0.05, -0.11], [0.11, 0.00, -0.09], [0.37, 0.17, -0.41], [0.14, 0.17, -0.21], [0.32, 0.05, -0.14], [0.14, -0.06, -0.04], [0.02, 0.04, -0.13], [0.07, 0.09, 0.11], [0.00, 0.21, -0.21], [-0.30, -0.44, 0.18], [-0.03, -0.17, -0.16], [0.09, 0.09, 0.15], [0.07, 0.04, 0.19], [0.09, 0.05, 0.12], [-0.03, -0.10, 0.08], [-0.10, 0.17, 0.10], [-0.15, -0.13, -0.06], [0.08, -0.05, 0.16], [0.07, -0.04, 0.57], [0.09, 0.04, 0.02], [-0.07, 0.02, -0.25], [0.06, -0.15, -0.08], [0.02, -0.05, -0.06], [0.02, -0.14, -0.02], [0.01, -0.08, 0.02], [-0.01, 0.01, 0.04], [0.04, 0.04, -0.04], [-0.08, 0.04, 0.06], [0.07, 0.00, -0.06], [-0.02, 0.03, 0.09], [-0.03, -0.08, 0.01], [-0.05, 0.07, 0.08], [-0.19, -0.53, -0.12], [-0.14, -0.04, -0.09], [0.06, 0.03, 0.07], [-0.03, -0.07, -0.01], [-0.08, -0.03, 0.02], [-0.06, 0.02, 0.01], [-0.08, 0.03, 0.12], [-0.05, -0.20, -0.02], [0.02, -0.04, 0.06], [0.00, 0.04, 0.08], [-0.01, 0.06, -0.10], [-0.04, -0.09, -0.11], [0.04, 0.04, -0.05], [-0.10, 0.16, -0.05], [-0.03, -0.07, 0.09], [0.00, -0.06, 0.01], [0.06, 0.18, -0.19], [-0.02, 0.13, 0.00], [-0.02, 0.12, -0.01], [0.22, -0.14, 0.15], [0.00, 0.05, -0.06], [-0.07, 0.02, 0.02], [0.01, 0.06, -0.10], [0.06, -0.05, 0.04], [0.16, -0.02, -0.19], [-0.08, -0.09, 0.04], [-0.07, 0.14, 0.00], [-0.17, 0.00, 0.00], [-0.02, 0.03, 0.05], [-0.40, 0.35, -0.06], [-0.08, 0.01, -0.05], [-0.09, -0.13, 0.03], [0.01, -0.12, 0.03], [0.00, -0.14, 0.00], [-0.06, 0.11, -0.01], [0.11, 0.01, -0.05], [-0.06, 0.07, 0.10], [-0.06, 0.06, -0.07], [-0.06, 0.00, -0.01], [0.01, -0.05, 0.09], [0.05, -0.05, -0.07], [0.04, 0.04, -0.05], [0.10, -0.17, -0.01], [0.04, 0.11, -0.01], [-0.03, -0.09, 0.03], [0.12, 0.25, -0.22], [0.05, -0.03, -0.06], [0.01, 0.04, 0.08], [-0.14, -0.09, 0.09], [0.06, -0.03, -0.05], [0.02, 0.06, 0.16], [-0.09, -0.08, -0.02], [0.01, 0.13, 0.02], [-0.05, -0.08, 0.03], [-0.07, 0.01, -0.02], [0.09, 0.02, -0.04], [-0.03, 0.07, -0.06], [0.10, -0.01, 0.06], [0.00, 0.03, 0.07], [0.04, 0.21, 0.33], [0.25, 0.00, 0.02], [0.09, 0.01, -0.04], [0.01, 0.03, -0.05], [0.09, -0.10, -0.05], [0.03, 0.05, -0.07], [-0.09, -0.02, -0.07], [0.01, -0.08, 0.05], [-0.05, 0.08, 0.07], [-0.02, 0.01, -0.09], [-0.02, 0.01, 0.04], [-0.04, -0.06, 0.09], [0.02, 0.10, -0.07]],
  "orbital_gap_ha": 0.2355,
  "largest_force_ev_per_a": 9.191,
  "smiles": "COCCCN(S)C(=O)ON.COP(=O)(OC)OC.COP(=O)(OC)OC.COP(=O)(OC)OC.COP(=O)(OC)OC.COP(=O)(OC)OC.COP(=O)(OC)OC.COP(=O)(OC)OC.COP(=O)(OC)OC",
  "lumo_energy_ev": -1.90,
  "spin_multiplicity": 1,
  "mol_weight_da": 1300.83
}

{
  "formula": "CH2FIO",
  "method": "ωB97M-V with the def2-TZVPD basis set",
  "species": ["I", "F", "O", "C", "H", "H"],
  "xyz": [[1.4028, 1.3102, -1.7916], [-0.7615, -0.4583, -1.4442], [0.4812, -0.2823, 0.5351], [-0.0769, 0.2814, -0.5524], [-0.7348, 1.2143, -0.2401], [1.0445, -0.9857, 0.5013]],
  "atomic_forces_ev_per_a": [[3.35, 1.95, -2.65], [-0.51, -1.37, -0.07], [-3.05, 2.54, 1.49], [-3.17, 2.09, 2.43], [0.98, -2.26, -0.11], [2.40, -2.95, -1.09]],
  "orbital_gap_ha": [0.2240, 0.2414],
  "largest_force_ev_per_a": 4.698,
  "lumo_energy_ev": [0.76, -3.56],
  "spin_multiplicity": 3,
  "mol_weight_da": 175.93
}

{
  "formula": "C26H24AsN4OPReS4",
  "method": "ωB97M-V with the def2-TZVPD basis set",
  "species": ["Re", "As", "S", "S", "S", "S", "P", "O", "N", "N", "N", "N", "C", "C", "C", "C", "C", "C", "C", "C", "C", "C", "C", "C", "C", "C", "C", "C", "C", "C", "C", "C", "C", "C", "C", "C", "C", "C", "H", "H", "H", "H", "H", "H", "H", "H", "H", "H", "H", "H", "H", "H", "H", "H", "H", "H", "H", "H", "H", "H", "H", "H"],
  "xyz": [[-0.1522, -0.8250, 0.3000], [4.1569, -1.7202, 1.6032], [2.3826, -3.7197, -0.4293], [0.6012, -3.0244, 0.2399], [2.2248, -0.1105, 0.6885], [3.5942, -2.4784, 3.3389], [-0.2467, -0.4417, -2.0347], [-4.3265, -0.4781, 0.0129], [-2.1508, -0.5269, 0.4000], [1.3922, 0.8231, 5.6278], [2.0937, 0.3947, 3.2883], [0.0930, 0.7113, 1.9086], [-4.3071, -0.9178, -2.5941], [0.1868, -3.1126, -2.8981], [2.1209, -1.7037, -2.4298], [2.2679, -4.1907, -2.3573], [-4.3730, -1.1237, -3.9601], [-3.0775, -0.7334, -1.9444], [-1.9843, -0.9463, -4.0869], [0.9240, -4.2439, -2.8597], [0.3541, 1.1075, -2.7083], [-4.2685, -0.3774, 1.4528], [0.6367, 3.4759, -2.3893], [-0.8565, 0.6176, 3.0515], [-3.1354, -0.5703, -0.4941], [1.4829, 0.4134, 2.1980], [-2.4675, 2.1314, 1.8203], [0.7756, -1.8328, -2.5979], [0.7617, 1.2248, -4.0375], [1.6815, 0.6637, 4.5228], [-2.7661, -0.4102, 1.7570], [-1.8994, -0.7451, -2.7148], [2.8995, -2.8709, -2.2053], [1.0956, 2.4732, -4.5346], [-2.2924, 0.8060, 2.5677], [1.0258, 3.5952, -3.7176], [-3.2096, -1.1436, -4.7120], [0.2978, 2.2334, -1.8830], [-2.0422, 2.0977, 0.8129], [-4.7610, 0.5482, 1.7432], [-1.0807, -0.9460, -4.6848], [3.9804, -2.8036, -2.1802], [1.2792, 4.5676, -4.1179], [2.5826, -0.7260, -2.3524], [-3.5197, 2.3936, 1.7215], [0.0393, 1.6546, 1.5182], [-5.2198, -0.9021, -2.0170], [-0.7315, -0.3571, 3.5289], [0.5997, 4.3529, -1.7571], [1.4116, 2.5755, -5.5641], [-4.8176, -1.2134, 1.8795], [0.5110, -5.2014, -3.1466], [-2.9127, 0.8224, 3.4671], [-0.0146, 2.1137, -0.8513], [-2.0027, 2.9463, 2.3778], [-0.8485, -3.1542, -3.2085], [-3.2508, -1.3069, -5.7808], [0.8321, 0.3547, -4.6792], [-2.5131, -1.3177, 2.3115], [-5.3331, -1.2655, -4.4367], [-0.6227, 1.3794, 3.7965], [2.9032, -5.0624, -2.4630]],
  "atomic_forces_ev_per_a": [[0.62, -0.99, -0.14], [-0.07, -0.24, 0.65], [0.69, -0.10, 0.10], [-1.21, 0.89, 0.33], [-0.43, 0.28, -0.21], [0.13, 0.27, -0.62], [0.05, 0.10, 0.48], [-0.02, -0.04, -0.20], [0.06, -0.08, 0.13], [0.03, 0.03, -0.17], [0.37, -0.08, -0.11], [-0.23, -0.38, -0.37], [0.03, 0.05, 0.18], [0.03, -0.21, -0.07], [-0.27, 0.23, -0.16], [0.11, 0.23, -0.32], [0.03, 0.01, -0.10], [-0.12, -0.10, -0.29], [0.00, 0.07, 0.08], [-0.23, 0.03, 0.06], [0.02, -0.07, 0.23], [0.08, -0.03, 0.37], [-0.02, 0.08, 0.03], [-0.44, 0.02, 0.30], [0.07, 0.10, 0.08], [0.52, 0.06, -0.04], [-0.08, -0.07, 0.16], [0.22, 0.12, -0.06], [0.03, -0.04, 0.03], [-0.33, 0.09, 0.37], [-0.24, 0.08, 0.21], [0.16, 0.09, 0.05], [-0.05, -0.24, -0.20], [0.03, 0.02, -0.08], [0.19, -0.01, -0.38], [-0.02, -0.03, 0.04], [-0.03, 0.00, 0.02], [0.04, -0.16, -0.10], [0.01, 0.04, 0.00], [0.02, 0.01, -0.09], [-0.03, -0.01, -0.03], [0.01, -0.07, 0.06], [0.02, 0.00, 0.00], [0.03, -0.02, 0.10], [0.01, 0.03, -0.07], [0.04, -0.02, -0.11], [-0.01, -0.02, -0.02], [0.08, 0.01, -0.03], [-0.02, -0.01, 0.00], [0.00, -0.01, 0.00], [0.01, -0.04, -0.13], [0.01, 0.00, 0.01], [0.04, -0.01, 0.05], [0.00, 0.12, 0.01], [0.00, 0.02, -0.03], [-0.01, -0.02, 0.02], [0.00, 0.01, 0.00], [0.00, 0.02, -0.02], [-0.04, 0.00, -0.02], [-0.01, 0.00, 0.01], [0.09, -0.01, -0.07], [0.03, 0.01, 0.08]],
  "total_charge": 3,
  "orbital_gap_ha": 0.2420,
  "largest_force_ev_per_a": 1.536,
  "lumo_energy_ev": -10.51,
  "spin_multiplicity": 1,
  "mol_weight_da": 828.88
}

{
  "formula": "C2Br3O3",
  "method": "ωB97M-V with the def2-TZVPD basis set",
  "species": ["Br", "Br", "Br", "O", "O", "O", "C", "C"],
  "xyz": [[-1.6510, 0.4834, 1.7354], [-1.2656, 1.2667, -1.2932], [-2.2368, -1.6238, -0.5111], [0.7790, -0.9023, 0.2467], [1.3015, 1.2452, -0.1624], [2.7547, -0.4857, 0.0008], [1.6350, 0.0827, 0.0033], [-1.3170, -0.0662, -0.0197]],
  "atomic_forces_ev_per_a": [[-0.11, 0.24, 0.35], [-0.25, 0.24, -0.37], [-0.18, -0.35, -0.15], [-4.03, 0.42, -0.36], [0.03, 1.03, -0.01], [0.61, 0.41, -0.02], [1.32, -0.77, 0.01], [2.59, -1.22, 0.55]],
  "total_charge": -1,
  "orbital_gap_ha": [0.2359, 0.2358],
  "largest_force_ev_per_a": 4.063,
  "lumo_energy_ev": [2.39, 2.40],
  "spin_multiplicity": 1,
  "mol_weight_da": 311.73
}